#1
Here is a cluster of 2 separate species, C4H7IN in total from the OMol25 dataset. Energies are from ωB97M-V/def2-TZVPD.

ORCA input file:
```
! RIJCOSX wB97M-V def2-TZVPD def2/J DEFGRID3
* xyz 1 1
C -0.47 1.28 -0.88
C 1.09 1.40 -0.67
C -0.89 -1.94 1.28
C 0.13 1.61 0.36
N -0.09 -0.97 1.09
I 0.13 2.20 2.29
H -1.17 1.93 -1.32
H -0.68 0.20 -1.19
H 1.53 0.46 -0.83
H 1.83 2.24 -1.12
H -1.90 -1.80 0.90
H -0.57 -2.76 1.91
H 0.83 -1.18 1.46
*
```

Summary:
HOMO-LUMO gap = 7.994 eV
HOMO energy = -14.32 eV
lowest unoccupied orbital energy = -6.327 eV

Löwdin atomic charge list, values in e, 8 entries:
1. C -0.09
2. C -0.10
3. C -0.04
4. C -0.72
5. N 0.00
6. I 1.18
7. H 0.11
8. H 0.16

***

#2
Here is a cluster of 2 separate species, C4H7IN in total from the OMol25 dataset. Energies are from ωB97M-V/def2-TZVPD.

ORCA input file:
```
! RIJCOSX wB97M-V def2-TZVPD def2/J DEFGRID3
* xyz 1 1
C 0.14 1.46 0.72
C 0.53 1.83 -0.48
C 0.80 -1.88 0.23
C 0.85 -0.69 -0.64
N 0.47 0.46 -0.22
I -3.43 0.26 0.14
H 0.01 1.58 1.78
H 0.54 2.46 -1.28
H -3.62 1.84 0.05
H 0.08 -2.65 0.18
H 0.88 -1.57 1.26
H 1.71 -2.42 0.05
H 1.03 -0.66 -1.80
*
```

Summary:
HOMO-LUMO gap = 8.928 eV
HOMO energy = -13.32 eV
lowest unoccupied orbital energy = -4.397 eV

Löwdin atomic charge list, values in e, 8 entries:
1. C 0.13
2. C 0.16
3. C -0.02
4. C -0.05
5. N -0.04
6. I 0.44
7. H 0.15
8. H 0.12

***

The structure with the least stability is #1.

***

#1
Here is a cluster of 2 separate species, C4H7ClO2 in total from the OMol25 dataset. Energies are from ωB97M-V/def2-TZVPD.

ORCA input file:
```
! RIJCOSX wB97M-V def2-TZVPD def2/J DEFGRID3
* xyz 0 1
O 2.49 1.51 0.87
C 1.77 0.60 0.69
C 1.62 -0.15 -0.64
O 0.48 -0.06 -1.37
Cl 2.06 -1.95 -0.29
H 1.42 0.01 1.63
H 2.45 0.19 -1.21
H -0.17 -0.61 -0.84
C -2.24 -0.52 0.15
C -1.77 0.68 0.23
H -2.34 -1.20 0.98
H -2.58 -1.00 -0.77
H -1.50 1.14 1.18
H -1.69 1.35 -0.62
*
```

Summary:
SMILES = O=C[C@H](O)Cl.C=C
HOMO-LUMO gap = 10.532 eV
HOMO energy = -10.13 eV
lowest unoccupied orbital energy = 0.405 eV

Löwdin atomic charge list, values in e, 8 entries:
1. O 0.10
2. C -0.31
3. C -0.68
4. O -0.07
5. Cl 0.55
6. H 0.14
7. H 0.09
8. H 0.07

***

#2
Here is the molecule C4H7ClO2 from the OMol25 dataset. Energies are from ωB97M-V/def2-TZVPD.

ORCA input file:
```
! RIJCOSX wB97M-V def2-TZVPD def2/J DEFGRID3
* xyz 0 1
C 1.22 -0.95 -1.18
O 0.10 -0.08 -1.16
C -0.52 0.17 -0.01
C 0.23 0.12 1.30
Cl -2.05 -1.31 0.34
C -1.39 1.42 -0.15
O -2.57 1.47 -0.26
H 0.93 -1.97 -0.93
H 2.00 -0.61 -0.49
H 1.59 -0.90 -2.20
H 0.61 -0.88 1.47
H -0.45 0.37 2.11
H 1.06 0.83 1.28
H -0.76 2.33 -0.13
*
```

Summary:
SMILES = CO[C@](C)(Cl)C=O
HOMO-LUMO gap = 10.493 eV
HOMO energy = -9.99 eV
lowest unoccupied orbital energy = 0.500 eV

Löwdin atomic charge list, values in e, 8 entries:
1. C -0.05
2. O -0.11
3. C -0.62
4. C -0.09
5. Cl 0.32
6. C -0.25
7. O 0.07
8. H 0.10

***

The structure with the least stability is #1.

***

#1
Here is a cluster of 2 separate species, C6H13NO4 in total from the OMol25 dataset. Energies are from ωB97M-V/def2-TZVPD.

ORCA input file:
```
! RIJCOSX wB97M-V def2-TZVPD def2/J DEFGRID3
* xyz 0 1
C 1.55 0.18 -0.33
C 1.30 1.59 0.26
C -1.13 1.43 -0.66
C -1.32 -0.14 -0.72
C -0.81 -0.89 0.38
C 0.67 -0.95 0.43
H 3.47 0.86 -0.50
H 1.22 0.22 -1.35
H 1.76 1.78 1.19
H 1.81 2.28 -0.52
H -0.19 2.95 0.50
H -0.91 1.88 -1.72
H -2.13 2.02 -0.39
H -0.91 -0.58 -1.68
H -3.15 -0.36 0.14
H -1.19 -1.97 0.62
H -1.12 0.58 1.57
H 1.10 -0.94 1.48
H 1.89 -2.21 -0.60
N -0.08 1.96 0.35
O 2.86 -0.30 -0.29
O -2.77 -0.63 -0.82
O -1.39 -0.29 1.62
O 0.98 -2.21 -0.18
*
```

Summary:
HOMO-LUMO gap = 9.320 eV
HOMO energy = -9.46 eV
lowest unoccupied orbital energy = -0.138 eV

Löwdin atomic charge list, values in e, 8 entries:
1. C -0.39
2. C -0.20
3. C -0.09
4. C -0.29
5. C -0.30
6. C -0.26
7. H 0.30
8. H 0.12

***

#2
Here is a cluster of 4 separate species, C6H13NO4 in total from the OMol25 dataset. Energies are from ωB97M-V/def2-TZVPD.

ORCA input file:
```
! RIJCOSX wB97M-V def2-TZVPD def2/J DEFGRID3
* xyz 0 1
C -1.71 -0.13 0.56
C -1.47 1.19 -0.04
C 0.62 1.01 -0.94
C 1.53 -0.31 -0.56
C 0.82 -0.81 0.81
C -0.56 -1.19 0.29
H -3.18 -0.50 -0.76
H -1.78 0.11 1.62
H -2.24 1.92 0.52
H -2.10 1.50 -0.93
H 0.20 0.81 0.95
H -0.06 0.74 -1.74
H 1.46 1.58 -1.66
H 1.21 -1.08 -1.52
H 3.15 1.29 -0.10
H 1.34 -1.80 1.24
H 2.15 0.20 1.70
H -0.93 -2.13 0.69
H 1.32 -2.09 -1.16
N -0.29 1.73 -0.01
O -3.04 -0.49 0.31
O 3.00 -0.13 -0.04
O 1.05 0.09 1.88
O -0.49 -1.50 -1.11
*
```

Summary:
HOMO-LUMO gap = 7.156 eV
HOMO energy = -8.97 eV
lowest unoccupied orbital energy = -1.818 eV

Löwdin atomic charge list, values in e, 8 entries:
1. C -0.36
2. C -0.41
3. C -0.18
4. C -0.24
5. C -0.36
6. C -0.33
7. H 0.19
8. H 0.16

***

The structure with the least stability is #2.

***

#1
Here is the molecule C6H13NO4 from the OMol25 dataset. Energies are from ωB97M-V/def2-TZVPD.

ORCA input file:
```
! RIJCOSX wB97M-V def2-TZVPD def2/J DEFGRID3
* xyz 0 1
O 1.71 -0.22 1.57
C 2.11 -0.26 0.28
C 1.05 -0.34 -0.89
N 0.37 -1.70 -1.00
C -0.44 -1.72 0.31
C -1.54 -0.60 0.58
O -2.55 -0.69 -0.38
C -0.87 0.81 0.49
O -1.87 1.78 0.57
C 0.05 0.94 -0.72
O 0.80 2.24 -0.52
H 1.27 0.62 1.49
H 2.87 -1.01 0.28
H 2.70 0.60 0.02
H 1.64 -0.10 -1.81
H -0.28 -1.52 -1.79
H 0.10 -1.96 1.24
H -1.08 -2.68 0.29
H -2.03 -0.97 1.50
H -3.35 -0.18 -0.04
H -0.17 1.02 1.38
H -1.47 2.54 0.01
H -0.47 0.90 -1.69
H 1.46 2.51 -1.16
*
```

Summary:
SMILES = OC[C@H]1NC[C@H](O)[C@H](O)[C@H]1O
HOMO-LUMO gap = 9.911 eV
HOMO energy = -9.41 eV
lowest unoccupied orbital energy = 0.502 eV

Löwdin atomic charge list, values in e, 8 entries:
1. O -0.03
2. C -0.28
3. C -0.22
4. N 0.03
5. C -0.13
6. C -0.32
7. O -0.04
8. C -0.32

***

#2
Here is a cluster of 2 separate species, C6H13NO4 in total from the OMol25 dataset. Energies are from ωB97M-V/def2-TZVPD.

ORCA input file:
```
! RIJCOSX wB97M-V def2-TZVPD def2/J DEFGRID3
* xyz 0 1
C 1.71 0.27 3.57
C 1.72 0.14 2.05
C 0.33 -0.26 1.56
C 0.21 -0.38 0.08
C -1.20 -0.61 -0.39
C -1.11 -0.70 -1.93
O -0.94 0.61 -2.18
O -0.66 0.27 -4.75
N -1.09 1.36 -4.99
O -1.54 1.92 -5.97
O -2.11 0.46 -0.03
H 2.71 0.54 3.93
H 1.01 1.05 3.88
H 1.42 -0.67 4.04
H 2.01 1.08 1.58
H 2.43 -0.63 1.73
H 0.04 -1.24 1.96
H -0.42 0.48 1.89
H 0.55 0.54 -0.43
H 0.84 -1.19 -0.33
H -1.65 -1.44 0.12
H -0.18 -1.30 -2.16
H -2.04 -1.26 -2.35
H -2.03 0.96 -0.89
*
```

Summary:
HOMO-LUMO gap (alpha / beta) = 8.193 / 8.403 eV
HOMO energy (alpha / beta) = -10.33 / -10.24 eV
lowest unoccupied orbital energy (alpha / beta) = -2.140 / -1.838 eV

Löwdin atomic charge list, values in e, 8 entries:
1. C -0.12
2. C -0.27
3. C -0.23
4. C -0.20
5. C -0.36
6. C -0.27
7. O -0.01
8. O 0.09

***

#3
Here is a cluster of 2 separate species, C6H13NO4 in total from the OMol25 dataset. Energies are from ωB97M-V/def2-TZVPD.

ORCA input file:
```
! RIJCOSX wB97M-V def2-TZVPD def2/J DEFGRID3
* xyz 0 1
O 1.34 2.30 -0.37
N 1.48 1.27 0.35
O 2.80 0.70 0.41
C 0.62 0.55 1.01
O -0.59 1.06 1.16
C 0.93 -0.67 1.87
O 2.08 -0.50 2.72
H 3.28 1.47 -0.01
H -0.46 1.98 0.62
H 0.94 -1.59 1.20
H 0.03 -0.92 2.47
H 2.79 -0.20 2.13
C 0.11 -0.89 -1.45
C -1.09 -0.47 -1.19
C -2.12 -1.48 -0.80
C -1.51 1.01 -1.33
H 0.97 -0.17 -1.63
H 0.35 -1.87 -1.49
H -3.05 -1.07 -0.33
H -2.40 -2.24 -1.51
H -1.74 -2.10 0.14
H -0.55 1.54 -1.36
H -2.20 1.07 -2.16
H -2.01 1.23 -0.44
*
```

Summary:
SMILES = [O-]/[N+](O)=C(\O)CO.C=C(C)C
HOMO-LUMO gap (alpha / beta) = 9.317 / 9.317 eV
HOMO energy (alpha / beta) = -8.70 / -8.70 eV
lowest unoccupied orbital energy (alpha / beta) = 0.617 / 0.617 eV

Löwdin atomic charge list, values in e, 8 entries:
1. O -0.06
2. N -0.28
3. O 0.03
4. C -0.32
5. O 0.05
6. C -0.13
7. O -0.05
8. H 0.15

***

The structure with the least stability is #2.

***

#1
Here is the molecule C19H18N2O5S from the OMol25 dataset. Energies are from ωB97M-V/def2-TZVPD.

ORCA input file:
```
! RIJCOSX wB97M-V def2-TZVPD def2/J DEFGRID3
* xyz 0 1
C -3.91 0.82 3.59
O -3.29 0.22 2.49
C -2.47 0.98 1.72
C -2.18 2.32 1.90
C -1.31 2.99 1.04
C -0.72 2.37 -0.04
O 0.14 2.97 -0.92
C 0.49 4.32 -0.69
C -1.02 1.01 -0.25
C -1.87 0.35 0.63
S -2.06 -1.33 0.20
C -0.93 -1.11 -1.15
N -0.61 -1.99 -2.01
C -0.39 -3.31 -2.02
O -0.69 -4.05 -2.93
C 0.48 -3.86 -0.86
C 1.90 -4.09 -1.39
O 2.53 -2.88 -1.73
C 2.37 -1.90 -0.78
C 3.20 -0.78 -0.84
C 3.08 0.22 0.10
C 2.14 0.11 1.12
C 1.31 -0.99 1.18
C 1.40 -1.99 0.22
O 0.52 -3.03 0.28
N -0.54 0.18 -1.24
C 0.33 0.60 -2.32
H -4.51 0.03 4.06
H -4.57 1.64 3.29
H -3.18 1.19 4.32
H -2.60 2.87 2.73
H -1.11 4.03 1.24
H -0.38 4.98 -0.75
H 1.19 4.57 -1.48
H 0.98 4.44 0.29
H 0.04 -4.81 -0.54
H 2.49 -4.62 -0.62
H 1.87 -4.69 -2.30
H 3.93 -0.73 -1.63
H 3.72 1.09 0.05
H 2.05 0.89 1.86
H 0.56 -1.09 1.95
H 1.29 0.93 -1.92
H -0.13 1.41 -2.87
H 0.49 -0.25 -2.97
*
```

Summary:
SMILES = COc1ccc(OC)c2c1s/c(=N\C(=O)[C@H]1COc3ccccc3O1)n2C
HOMO-LUMO gap = 8.608 eV
HOMO energy = -8.08 eV
lowest unoccupied orbital energy = 0.530 eV

Löwdin atomic charge list, values in e, 8 entries:
1. C -0.08
2. O -0.10
3. C -0.30
4. C -0.02
5. C -0.01
6. C -0.20
7. O -0.10
8. C -0.08

***

#2
Here is the molecule C19H18N2O5S from the OMol25 dataset. Energies are from ωB97M-V/def2-TZVPD.

ORCA input file:
```
! RIJCOSX wB97M-V def2-TZVPD def2/J DEFGRID3
* xyz 0 1
C -5.71 -0.86 -0.01
O -5.00 -0.39 1.11
C -4.69 0.98 1.08
C -3.66 1.37 0.00
N -2.49 0.52 0.05
C -1.59 0.67 1.18
C -0.16 0.85 0.75
C 0.87 0.13 1.27
C 2.20 0.25 0.78
C 3.25 -0.55 1.28
C 4.48 -0.40 0.71
C 4.71 0.51 -0.34
C 3.71 1.30 -0.84
C 2.44 1.16 -0.27
N 1.39 1.92 -0.72
C 0.09 1.87 -0.27
O -0.74 2.64 -0.72
O 6.01 0.45 -0.71
C 6.62 -0.52 0.12
O 5.65 -1.05 1.00
C -2.28 -0.35 -0.96
O -3.03 -0.45 -1.92
C -1.06 -1.19 -0.87
C 0.00 -1.17 -1.74
C 0.98 -2.13 -1.44
C 0.65 -2.90 -0.37
S -0.88 -2.46 0.29
H -6.61 -0.26 -0.19
H -6.00 -1.88 0.22
H -5.10 -0.86 -0.92
H -5.60 1.58 0.92
H -4.29 1.20 2.07
H -3.35 2.41 0.13
H -4.08 1.25 -0.99
H -1.67 -0.18 1.86
H -1.90 1.57 1.71
H 0.68 -0.59 2.05
H 3.07 -1.25 2.07
H 3.89 2.00 -1.64
H 1.57 2.61 -1.44
H 7.43 -0.05 0.70
H 7.03 -1.33 -0.50
H 0.06 -0.47 -2.55
H 1.89 -2.25 -2.00
H 1.19 -3.71 0.07
*
```

Summary:
SMILES = COCCN(Cc1cc2cc3c(cc2[nH]c1=O)OCO3)C(=O)c1cccs1
HOMO-LUMO gap = 8.090 eV
HOMO energy = -7.87 eV
lowest unoccupied orbital energy = 0.223 eV

Löwdin atomic charge list, values in e, 8 entries:
1. C -0.10
2. O -0.18
3. C -0.21
4. C -0.12
5. N -0.04
6. C -0.10
7. C -0.13
8. C 0.01

***

The structure with the least stability is #1.

***

#1
Here is the ion C2H4NO2 with charge +1 from the OMol25 dataset. Energies are from ωB97M-V/def2-TZVPD.

ORCA input file:
```
! RIJCOSX wB97M-V def2-TZVPD def2/J DEFGRID3
* xyz 1 1
N 1.12 -0.32 -0.23
C -0.21 0.43 0.56
O -1.09 1.08 -0.36
C -1.49 -0.10 0.12
O -2.27 -0.95 0.01
H 2.05 0.01 0.00
H 1.07 0.07 -1.18
H 0.86 -1.33 -0.31
H -0.03 1.10 1.39
*
```

Summary:
SMILES = [NH3+][C@H]1OC1=O
HOMO-LUMO gap = 11.549 eV
HOMO energy = -16.17 eV
lowest unoccupied orbital energy = -4.616 eV

Löwdin atomic charge list, values in e, 8 entries:
1. N 0.27
2. C 0.02
3. O 0.19
4. C -0.43
5. O 0.27
6. H 0.16
7. H 0.16
8. H 0.18

***

#2
Here is a cluster of 2 separate species, C2H4NO2 in total from the OMol25 dataset. Energies are from ωB97M-V/def2-TZVPD.

ORCA input file:
```
! RIJCOSX wB97M-V def2-TZVPD def2/J DEFGRID3
* xyz 1 1
C -1.52 -0.47 0.90
C 1.40 -0.31 -0.95
N -1.17 -1.62 0.68
O -1.02 -2.74 0.62
O 0.64 -1.23 -0.78
H -1.17 0.38 0.33
H -2.23 -0.24 1.69
H 2.23 -0.36 -1.65
H 1.28 0.64 -0.40
*
```

Summary:
HOMO-LUMO gap (alpha / beta) = 7.803 / 7.803 eV
HOMO energy (alpha / beta) = -15.31 / -15.31 eV
lowest unoccupied orbital energy (alpha / beta) = -7.506 / -7.506 eV

Löwdin atomic charge list, values in e, 8 entries:
1. C 0.18
2. C -0.04
3. N -0.02
4. O 0.36
5. O 0.00
6. H 0.14
7. H 0.17
8. H 0.11

***

The structure with the least stability is #2.